{
  "formula": "C57H43Cl5N5O2P2Sc",
  "method": "wB97M-V/def2-TZVPD",
  "total_energy_ha": -6366.61845,
  "e_homo_ev": -7.045,
  "elements": ["Sc", "C", "P", "C", "C", "C", "C", "C", "C", "C", "C", "C", "C", "C", "C", "C", "C", "C", "C", "C", "P", "C", "C", "C", "C", "C", "C", "C", "C", "C", "C", "C", "C", "N", "H", "H", "H", "H", "H", "H", "H", "H", "H", "H", "H", "H", "H", "H", "H", "H", "H", "H", "H", "H", "H", "H", "H", "H", "H", "H", "Cl", "C", "C", "C", "Cl", "C", "Cl", "C", "Cl", "C", "Cl", "C", "O", "C", "C", "C", "C", "C", "C", "C", "N", "C", "C", "N", "C", "C", "C", "C", "N", "C", "C", "N", "C", "C", "C", "C", "H", "H", "H", "H", "H", "H", "H", "H", "H", "H", "H", "H", "H", "H", "C", "O", "H", "H", "H"],
  "xyz": [[-0.615, 0.549, -1.548], [1.743, 2.085, 0.625], [-0.100, 2.201, 0.685], [-0.505, 1.361, 2.241], [-2.106, -0.494, 1.564], [-2.822, -1.596, 2.299], [-2.558, -1.834, 3.573], [-1.393, -1.134, 4.246], [-0.016, 0.998, 3.432], [-0.562, 3.837, 1.395], [-1.935, 4.082, 1.468], [-2.416, 5.178, 2.165], [-1.528, 6.053, 2.776], [-0.163, 5.835, 2.670], [0.323, 4.731, 1.984], [2.123, 2.134, -0.828], [3.292, 2.520, -1.450], [3.047, 2.459, -2.844], [1.744, 2.033, -2.999], [0.853, 1.924, -4.206], [-0.751, 2.570, -3.503], [-2.056, 2.445, -4.779], [-2.825, 3.531, -5.197], [-3.958, 3.330, -5.972], [-4.346, 2.048, -6.332], [-3.595, 0.960, -5.910], [-2.467, 1.156, -5.130], [-0.285, 4.340, -3.527], [-0.180, 5.037, -2.329], [0.253, 6.357, -2.317], [0.587, 6.985, -3.505], [0.493, 6.293, -4.706], [0.060, 4.978, -4.718], [1.172, 1.830, -1.764], [2.010, 1.134, 1.101], [2.228, 2.877, 1.194], [-2.770, -0.141, 0.784], [-3.569, -2.155, 1.747], [-3.062, -2.618, 4.127], [-1.485, -1.233, 5.327], [0.944, 1.118, 3.920], [-2.622, 3.409, 0.972], [-3.483, 5.351, 2.233], [-1.900, 6.910, 3.322], [0.531, 6.526, 3.133], [1.392, 4.577, 1.917], [4.205, 2.829, -0.962], [3.744, 2.716, -3.628], [0.708, 0.894, -4.538], [1.227, 2.516, -5.038], [-2.549, 4.535, -4.905], [-4.554, 4.180, -6.280], [-5.235, 1.897, -6.931], [-3.910, -0.044, -6.169], [-1.903, 0.306, -4.763], [-0.427, 4.541, -1.396], [0.334, 6.890, -1.378], [0.918, 8.016, -3.500], [0.769, 6.778, -5.634], [-0.016, 4.447, -5.659], [-3.120, 3.439, -1.331], [-3.794, 1.841, -1.445], [-2.945, 0.723, -1.442], [-3.645, -0.492, -1.435], [-2.700, -1.955, -1.378], [-5.027, -0.622, -1.418], [-5.778, -2.172, -1.354], [-5.811, 0.527, -1.431], [-7.527, 0.411, -1.375], [-5.188, 1.769, -1.449], [-6.150, 3.198, -1.433], [5.393, -10.331, 5.341], [4.797, -9.238, 6.012], [4.379, -8.194, 5.262], [4.667, -8.022, 3.912], [4.152, -6.932, 3.230], [3.348, -5.994, 3.868], [3.116, -6.148, 5.239], [3.621, -7.229, 5.927], [2.754, -4.898, 3.108], [3.138, -4.472, 1.929], [2.278, -3.461, 1.611], [1.364, -3.251, 2.605], [1.678, -4.180, 3.563], [0.330, -2.227, 2.613], [-0.206, -1.956, 3.822], [-1.317, 0.358, 3.893], [-1.850, 0.708, 2.482], [-0.872, -0.860, 0.852], [0.107, -1.565, 1.279], [1.225, -1.711, 0.277], [1.180, -0.917, -0.800], [2.146, -1.001, -1.709], [3.207, -1.889, -1.622], [3.270, -2.720, -0.528], [2.272, -2.628, 0.439], [5.456, -11.136, 6.068], [6.400, -10.089, 4.989], [4.784, -10.656, 4.493], [5.293, -8.729, 3.385], [4.369, -6.797, 2.178], [2.551, -5.401, 5.784], [3.443, -7.342, 6.988], [1.145, -4.405, 4.383], [0.239, -2.504, 4.647], [-1.823, 0.938, 4.669], [-2.723, 1.362, 2.484], [2.080, -0.317, -2.547], [3.959, -1.912, -2.397], [4.066, -3.438, -0.378], [-0.348, -1.737, -3.697], [-0.535, -0.526, -3.045], [0.351, -2.391, -3.159], [0.058, -1.582, -4.706], [-1.290, -2.286, -3.804]],
  "lowdin_charge": [0.698, -0.244, 1.095, -0.323, -0.281, -0.016, -0.030, -0.232, 0.010, -0.349, -0.155, -0.070, -0.086, -0.083, -0.080, -0.406, -0.061, -0.059, -0.425, -0.234, 1.057, -0.342, -0.093, -0.084, -0.091, -0.079, -0.088, -0.356, -0.094, -0.073, -0.087, -0.079, -0.103, -0.143, 0.082, 0.075, 0.088, 0.108, 0.113, 0.134, 0.112, 0.032, 0.108, 0.102, 0.103, 0.094, 0.092, 0.094, 0.067, 0.085, 0.098, 0.102, 0.100, 0.103, 0.085, 0.067, 0.103, 0.101, 0.102, 0.111, 0.732, -0.659, -0.242, -0.685, 0.755, -0.711, 0.672, -0.710, 0.678, -0.707, 0.672, -0.080, -0.075, -0.285, -0.010, -0.013, -0.160, -0.029, 0.002, -0.265, 0.193, -0.187, -0.145, 0.173, -0.038, 0.039, -0.178, -0.186, 0.104, -0.104, -0.113, 0.080, -0.114, -0.011, 0.019, -0.078, 0.093, 0.096, 0.095, 0.106, 0.116, 0.108, 0.121, 0.145, 0.113, 0.146, 0.150, 0.107, 0.116, 0.120, -0.212, -0.440, 0.074, 0.082, 0.058]
}

{
  "formula": "C57H45Br2N3OP3Y",
  "method": "wB97M-V/def2-TZVPD",
  "de_lowest_kcal_mol": 0.0,
  "total_energy_ha": -8649.20142,
  "e_homo_ev": -7.027,
  "elements": ["Y", "C", "P", "C", "C", "C", "C", "C", "C", "C", "C", "C", "C", "C", "C", "C", "C", "C", "C", "C", "P", "C", "C", "C", "C", "C", "C", "C", "C", "C", "C", "C", "C", "N", "H", "H", "H", "H", "H", "H", "H", "H", "H", "H", "H", "H", "H", "H", "H", "H", "H", "H", "H", "H", "H", "H", "H", "H", "H", "H", "Br", "C", "C", "C", "Br", "C", "C", "C", "C", "N", "C", "C", "O", "H", "H", "H", "H", "N", "P", "C", "C", "C", "C", "C", "C", "C", "C", "C", "C", "C", "C", "C", "C", "C", "C", "C", "C", "H", "H", "H", "H", "H", "H", "H", "H", "H", "H", "H", "H", "H", "H", "H"],
  "xyz": [[-0.638, -0.336, 0.274], [-1.305, -2.848, -2.522], [0.238, -1.868, -2.187], [1.401, -3.240, -1.845], [1.970, -3.347, -0.579], [2.752, -4.449, -0.255], [2.979, -5.440, -1.196], [2.420, -5.334, -2.464], [1.633, -4.242, -2.788], [0.679, -1.341, -3.876], [-0.322, -0.771, -4.667], [-0.023, -0.264, -5.921], [1.278, -0.324, -6.401], [2.277, -0.888, -5.622], [1.984, -1.384, -4.360], [-2.491, -2.238, -1.845], [-3.812, -2.376, -2.211], [-4.581, -1.834, -1.155], [-3.687, -1.389, -0.210], [-3.985, -0.869, 1.160], [-3.036, 0.684, 1.476], [-3.315, 0.981, 3.255], [-4.213, 0.247, 4.027], [-4.331, 0.499, 5.387], [-3.555, 1.479, 5.988], [-2.660, 2.215, 5.224], [-2.539, 1.965, 3.867], [-4.115, 1.903, 0.649], [-3.631, 2.548, -0.484], [-4.436, 3.439, -1.179], [-5.727, 3.688, -0.742], [-6.215, 3.050, 0.392], [-5.412, 2.162, 1.087], [-2.386, -1.603, -0.624], [-1.129, -3.852, -2.125], [-1.479, -2.942, -3.595], [1.824, -2.543, 0.131], [3.189, -4.529, 0.733], [3.597, -6.294, -0.949], [2.596, -6.111, -3.198], [1.187, -4.168, -3.773], [-1.341, -0.729, -4.291], [-0.805, 0.173, -6.530], [1.512, 0.074, -7.380], [3.290, -0.942, -5.997], [2.767, -1.808, -3.746], [-4.175, -2.846, -3.112], [-5.658, -1.787, -1.091], [-3.659, -1.592, 1.916], [-5.056, -0.698, 1.272], [-4.828, -0.524, 3.583], [-5.026, -0.083, 5.980], [-3.643, 1.665, 7.050], [-2.040, 2.970, 5.691], [-1.818, 2.512, 3.272], [-2.620, 2.348, -0.819], [-4.055, 3.939, -2.061], [-6.358, 4.382, -1.283], [-7.224, 3.245, 0.732], [-5.784, 1.671, 1.979], [1.034, 2.510, 4.450], [0.834, 0.630, 4.378], [1.276, -0.151, 5.444], [1.141, -1.514, 5.409], [1.739, -2.527, 6.908], [0.553, -2.154, 4.301], [0.374, -3.549, 4.173], [-0.235, -4.065, 3.062], [-0.657, -3.194, 2.049], [-0.483, -1.892, 2.124], [0.098, -1.348, 3.225], [0.230, 0.095, 3.234], [-0.189, 0.801, 2.251], [1.729, 0.328, 6.301], [0.724, -4.199, 4.964], [-0.394, -5.128, 2.951], [-1.143, -3.565, 1.153], [1.461, -0.351, 0.127], [2.075, 0.967, -0.375], [3.335, 0.722, -1.686], [3.637, 1.586, -2.732], [4.697, 1.301, -3.581], [5.463, 0.161, -3.389], [5.166, -0.708, -2.348], [4.102, -0.430, -1.504], [3.071, 1.914, 0.822], [3.347, 1.277, 2.025], [4.210, 1.864, 2.939], [4.802, 3.082, 2.644], [4.531, 3.719, 1.438], [3.669, 3.136, 0.524], [0.901, 2.199, -1.082], [0.472, 3.328, -0.384], [-0.421, 4.210, -0.976], [-0.906, 3.964, -2.254], [-0.519, 2.819, -2.938], [0.378, 1.938, -2.353], [3.057, 2.489, -2.883], [4.929, 1.976, -4.396], [6.293, -0.050, -4.053], [5.762, -1.600, -2.199], [3.841, -1.096, -0.689], [2.866, 0.325, 2.222], [4.417, 1.375, 3.883], [5.477, 3.541, 3.354], [5.002, 4.667, 1.209], [3.451, 3.627, -0.418], [0.860, 3.522, 0.609], [-0.741, 5.093, -0.437], [-1.594, 4.662, -2.713], [-0.902, 2.622, -3.932], [0.723, 1.066, -2.894]],
  "lowdin_charge": [1.252, -0.278, 1.055, -0.366, -0.117, -0.079, -0.089, -0.081, -0.098, -0.384, -0.114, -0.085, -0.087, -0.076, -0.093, -0.420, -0.075, -0.070, -0.422, -0.290, 1.047, -0.350, -0.094, -0.083, -0.081, -0.083, -0.112, -0.346, -0.093, -0.078, -0.084, -0.078, -0.080, -0.093, 0.086, 0.083, 0.049, 0.104, 0.101, 0.103, 0.112, 0.108, 0.104, 0.101, 0.104, 0.096, 0.093, 0.094, 0.082, 0.087, 0.094, 0.102, 0.103, 0.095, 0.083, 0.072, 0.096, 0.103, 0.104, 0.105, 0.813, -0.584, -0.169, -0.627, 0.749, -0.186, -0.019, -0.036, -0.117, 0.028, -0.132, -0.452, -0.278, 0.097, 0.080, 0.109, 0.114, -0.411, 0.710, -0.270, -0.084, -0.086, -0.091, -0.080, -0.090, -0.280, -0.101, -0.102, -0.085, -0.080, -0.086, -0.302, -0.073, -0.074, -0.096, -0.067, -0.106, 0.104, 0.103, 0.102, 0.105, 0.094, 0.095, 0.105, 0.102, 0.102, 0.106, 0.111, 0.111, 0.104, 0.108, 0.078]
}

Gap between HOMO and LUMO? In order: 6.1; 6.9 eV.
Strongest force on any atom? In order: 0.0243; 0.0218 hartree/bohr.